2 unconnected molecules or ions with the total composition C3H2ClNO, computed with wB97M-V/def2-TZVPD.

**SMILES**: [O-][N+]#CCl.C#C
**Kohn-Sham gap**: 9.53 eV
**HOMO energy**: -9.8788 eV
**Energy relative to the best compared isomer or geometry (same formula, charge and spin)**: 5.6643 eV
**Lowest unoccupied orbital energy**: -0.3 eV

Last column: Löwdin charge in e.
Atoms and positions in Å:
Cl: -3.59524 -1.49946 -0.85962  0.722
O: -2.97105 1.85486 0.90732  0.042
N: -3.13812 0.80588 0.37337  -0.186
C: 0.53410 0.55274 0.05278  0.022
C: -2.86301 -0.24322 -0.11889  -0.584
C: 1.17239 0.01596 0.92949  0.039
H: -0.05436 0.64854 -0.71961  -0.043
H: 1.84074 -0.45667 1.53517  -0.011

Atoms 1-6, force components in eV/Å:
-0.236 -0.889 -0.462
-0.597 0.542 0.231
1.758 -1.021 -0.351
3.196 -2.005 4.482
-0.917 1.361 0.580
-1.649 1.645 -2.475